Formula: C6H12NO
Source: the Open Molecules 2025 dataset
Level of theory: the ωB97M-V functional and the def2-TZVPD basis

CARTESIAN COORDINATES (ANGSTROEM)
C -0.403 -1.459 -0.230
C -0.962 -0.045 -0.140
C -0.520 0.829 1.933
C -1.315 -2.368 -1.204
C 1.828 0.931 -0.685
C 0.861 1.629 0.166
N -0.114 0.801 0.742
O -2.392 -2.143 -1.644
H 0.613 -1.470 -0.655
H -0.412 -1.917 0.718
H -0.940 0.323 -1.217
H -1.924 -0.104 0.402
H -1.339 0.260 2.274
H -0.141 1.609 2.588
H -0.788 -3.277 -1.271
H 2.839 1.190 -0.503
H 1.857 -0.164 -0.361
H 1.554 0.884 -1.735
H 0.348 2.507 -0.200
H 1.352 1.986 1.022

The energy above the lowest of the compared OMol25 structures with the same formula, charge and spin comes out at 169.01 kJ/mol. As for the HOMO energy: -13.60 eV. Its total charge is +1. The calculation puts the total energy at -365.48499 Eh. As for the spin multiplicity: 1. As for the SMILES: C=[N+](CC)CCC=O. The LUMO energy comes out at -5.0 eV.

Löwdin population analysis, charges in e, atoms 1 to 6: -0.1080, -0.1077, 0.2038, -0.2066, -0.0362, -0.2006


Formula: C20H13ClN3O6SZr
Source: the Open Molecules 2025 dataset
Level of theory: the ωB97M-V functional and the def2-TZVPD basis

CARTESIAN COORDINATES (ANGSTROEM)
Zr 0.413 -0.154 0.143
N -1.531 1.864 3.258
C -0.523 1.584 2.391
S 0.478 0.223 2.760
N -0.272 2.426 1.417
N 0.685 1.972 0.564
C 1.406 2.762 -0.151
C 2.434 2.237 -1.016
C 3.119 3.123 -1.857
C 4.092 2.691 -2.730
C 4.411 1.337 -2.782
C 3.791 0.443 -1.939
C 2.812 0.853 -1.012
O 2.330 -0.014 -0.153
H -1.811 1.095 3.848
H -2.262 2.467 2.910
H 1.264 3.848 -0.092
H 2.872 4.176 -1.817
H 4.595 3.397 -3.374
H 5.158 0.986 -3.481
H 4.042 -0.609 -1.954
O -4.021 -0.157 -4.059
C -3.136 -0.119 -3.232
C -3.331 -0.002 -1.728
O -4.404 0.005 -1.147
C -1.980 0.067 -1.173
C -1.016 -0.057 -2.195
O 0.243 -0.046 -1.888
C -1.644 -0.169 -3.510
O -1.119 -0.270 -4.607
O -1.580 0.204 0.059
Cl -3.097 -2.388 5.000
C -2.137 -2.511 3.558
C -2.745 -2.377 2.319
C -1.975 -2.431 1.176
C -0.568 -2.560 1.241
C 0.276 -2.431 0.065
C -0.005 -2.763 2.521
C -0.773 -2.729 3.665
H -3.813 -2.228 2.252
H -2.462 -2.348 0.209
H -0.228 -2.721 -0.869
H 1.253 -2.928 0.167
H 1.069 -2.896 2.609
H -0.312 -2.852 4.633

The energy above the lowest of the compared OMol25 structures with the same formula, charge and spin comes out at 118.81 kJ/mol. As for the HOMO energy: -4.84 eV. Its total charge is -1. The calculation puts the total energy at -2291.29222 Eh. As for the spin multiplicity: 1. The LUMO energy comes out at 2.1 eV.

Löwdin population analysis, charges in e, atoms 1 to 6: 1.6582, 0.0786, -0.8884, 0.6560, -0.0171, -0.2077


Formula: BH24O10
Source: the Open Molecules 2025 dataset
Level of theory: the ωB97M-V functional and the def2-TZVPD basis

CARTESIAN COORDINATES (ANGSTROEM)
B 0.259 -0.051 0.156
H 0.416 0.682 1.083
H -0.684 0.456 -0.608
H 1.019 -0.240 -0.696
H -0.193 -1.111 0.494
O -0.817 3.315 -1.949
H -0.522 2.546 -2.303
H -1.072 3.174 -1.054
O 3.965 -1.265 0.013
H 3.934 -0.527 0.608
H 3.288 -1.855 0.307
O -0.410 1.003 -3.433
H -0.660 0.607 -4.174
H -0.956 0.549 -2.766
O -1.169 -3.305 -1.310
H -0.730 -2.524 -0.826
H -1.499 -3.009 -2.170
O -1.310 3.049 0.792
H -1.139 2.076 0.797
H -2.157 2.936 0.403
O 2.738 -1.886 -2.420
H 2.835 -1.568 -1.465
H 2.261 -1.059 -2.880
O 0.223 -0.947 3.744
H 0.425 -0.659 2.727
H -0.217 -1.653 3.708
O -3.560 -0.675 0.309
H -3.307 -1.636 0.429
H -2.756 -0.362 0.648
O -2.214 0.742 2.380
H -1.419 0.520 2.029
H -2.527 0.015 3.047
O 2.850 0.714 1.701
H 2.911 1.597 1.397
H 2.196 0.349 1.280

The energy above the lowest of the compared OMol25 structures with the same formula, charge and spin comes out at 332.70 kJ/mol. As for the HOMO energy: -6.74 eV. Its total charge is -1. The calculation puts the total energy at -791.56761 Eh. As for the spin multiplicity: 1. The LUMO energy comes out at 2.7 eV.

Löwdin population analysis, charges in e, atoms 1 to 6: -0.3617, -0.0234, 0.0069, -0.0490, -0.0396, -0.0205


Formula: C25H24N4
Source: the Open Molecules 2025 dataset
Level of theory: the ωB97M-V functional and the def2-TZVPD basis

CARTESIAN COORDINATES (ANGSTROEM)
C -1.165 1.084 6.621
N -0.310 0.674 5.513
C -0.612 -0.298 4.593
C 0.437 -0.420 3.679
C 0.522 -1.421 2.674
C 1.529 -1.517 1.670
C 2.051 -0.380 1.017
C 3.114 -0.466 0.154
C 3.678 -1.732 -0.137
N 4.715 -1.845 -1.066
C 5.186 -0.673 -1.832
C 5.071 0.622 -1.030
C 3.652 0.791 -0.474
C 5.241 -3.166 -1.472
C 5.183 -4.183 -0.334
C 3.772 -4.244 0.263
C 3.158 -2.889 0.492
C 2.084 -2.774 1.339
C 1.452 0.525 4.096
C 2.749 0.794 3.641
C 3.486 1.772 4.256
C 2.969 2.485 5.340
C 1.720 2.204 5.840
C 0.955 1.208 5.223
H -0.687 1.874 7.195
H -2.109 1.456 6.229
H -1.359 0.241 7.283
H -1.512 -0.890 4.590
H -0.164 -2.248 2.764
H 1.608 0.581 1.213
H 6.218 -0.843 -2.156
H 4.578 -0.612 -2.739
H 5.793 0.600 -0.204
H 5.355 1.485 -1.650
H 2.972 1.093 -1.279
H 3.633 1.612 0.256
H 4.637 -3.515 -2.315
H 6.265 -3.054 -1.845
H 5.497 -5.175 -0.691
H 5.908 -3.904 0.441
H 3.118 -4.824 -0.400
H 3.795 -4.789 1.216
H 1.693 -3.656 1.815
H 3.168 0.225 2.833
H 4.476 1.986 3.890
H 3.560 3.276 5.773
H 1.338 2.748 6.684
C -3.235 -2.133 0.691
C -3.309 -2.212 -0.638
N -3.383 -2.281 -1.817
C -4.183 -1.508 1.387
N -5.032 -0.951 1.997
H -2.396 -2.573 1.206

The energy above the lowest of the compared OMol25 structures with the same formula, charge and spin comes out at 542.89 kJ/mol. As for the HOMO energy: -5.29 eV. Its total charge is 0. The calculation puts the total energy at -1185.96325 Eh. As for the spin multiplicity: 1. The LUMO energy comes out at -2.4 eV.

Löwdin population analysis, charges in e, atoms 1 to 6: 0.0127, -0.0529, 0.0708, -0.1277, 0.1235, -0.1968


Formula: C3H10NS2
Source: the Open Molecules 2025 dataset
Level of theory: the ωB97M-V functional and the def2-TZVPD basis

CARTESIAN COORDINATES (ANGSTROEM)
C 0.487 1.931 -0.040
C -0.817 -1.206 -1.379
C 0.720 0.799 0.875
N -0.772 -0.915 0.106
S -0.072 1.146 2.422
S 2.038 -0.166 0.691
H -0.612 2.207 0.211
H 0.958 2.857 0.214
H 0.605 1.626 -1.145
H -1.097 -2.201 -1.599
H -1.625 -0.534 -1.783
H 0.109 -1.103 -1.822
H -0.552 -1.703 0.666
H -1.666 -0.471 0.389
H 0.488 0.236 3.413
H 1.558 -0.979 1.578

The energy above the lowest of the compared OMol25 structures with the same formula, charge and spin comes out at 253.24 kJ/mol. As for the HOMO energy (alpha / beta): -13.88 / -13.88 eV. Its total charge is +1. The calculation puts the total energy at -971.09809 Eh. As for the spin multiplicity: 1. The LUMO energy (alpha / beta) comes out at -5.3 / -5.3 eV.

Löwdin population analysis, charges in e, atoms 1 to 6: -0.1741, -0.0833, -1.0942, -0.0633, 0.8481, 0.9698


Formula: C4H15N2OPb
Source: the Open Molecules 2025 dataset
Level of theory: the ωB97M-V functional and the def2-TZVPD basis

CARTESIAN COORDINATES (ANGSTROEM)
C -2.980 -1.695 -4.221
Pb -0.599 -1.176 -0.472
N 0.718 0.075 -2.282
H -1.816 -2.207 0.710
H -3.716 -0.918 -4.327
H -3.525 -2.635 -3.992
H -2.222 -1.597 -3.382
H -2.383 -1.624 -5.145
H 1.724 -0.121 -2.506
H 0.703 1.087 -2.475
H 0.201 -0.312 -3.102
C 2.335 1.306 2.119
N 1.025 0.834 2.526
C 0.624 0.973 3.925
C 0.257 0.380 1.561
O 0.739 0.349 0.361
H 2.825 1.709 3.015
H 2.228 2.092 1.351
H 2.923 0.468 1.705
H -0.243 1.654 4.016
H 0.370 -0.017 4.343
H 1.521 1.402 4.401
H -0.708 -0.030 1.871

The energy above the lowest of the compared OMol25 structures with the same formula, charge and spin comes out at 29.88 kJ/mol. As for the HOMO energy (alpha / beta): -11.17 / -11.17 eV. Its total charge is +1. The calculation puts the total energy at -538.65767 Eh. As for the spin multiplicity: 1. The LUMO energy (alpha / beta) comes out at -4.8 / -4.8 eV.

Löwdin population analysis, charges in e, atoms 1 to 6: -0.0491, 1.2439, -0.1432, -0.1965, 0.0091, 0.0339


Formula: C3H8O2S
Source: the Open Molecules 2025 dataset
Level of theory: the ωB97M-V functional and the def2-TZVPD basis

CARTESIAN COORDINATES (ANGSTROEM)
O 1.223 -0.180 -2.086
C 0.641 0.276 -1.128
C -0.736 -0.074 -0.563
C -0.880 0.913 0.603
S -2.188 0.460 1.739
H 1.240 1.012 -0.513
H -0.674 -1.159 -0.082
H -1.406 -0.253 -1.430
H 0.066 0.945 1.129
H -0.876 1.973 0.399
H -3.109 0.505 0.736
H 2.428 -1.932 1.044
H 2.129 -1.325 -0.398
O 2.142 -1.162 0.549

The energy above the lowest of the compared OMol25 structures with the same formula, charge and spin comes out at 143.39 kJ/mol. As for the HOMO energy: -9.23 eV. Its total charge is 0. The calculation puts the total energy at -667.72632 Eh. As for the spin multiplicity: 1. As for the SMILES: O=CCCS.O. The LUMO energy comes out at 0.7 eV.

Löwdin population analysis, charges in e, atoms 1 to 6: 0.0345, -0.3171, -0.2148, -0.6432, 0.7024, 0.1278


Formula: C4H10Cl2SSi
Source: the Open Molecules 2025 dataset
Level of theory: the ωB97M-V functional and the def2-TZVPD basis

CARTESIAN COORDINATES (ANGSTROEM)
C -1.938 0.086 2.541
C 2.693 -0.198 -2.793
C -1.133 0.600 1.331
C -1.467 0.125 -0.055
Si 1.686 -0.511 -1.217
S -0.382 0.864 -1.383
Cl 0.952 -2.341 -1.080
Cl 2.603 -0.078 0.644
H -1.918 -0.992 2.643
H -1.472 0.511 3.435
H -2.957 0.564 2.651
H 3.457 0.492 -2.552
H 3.117 -1.167 -3.078
H 1.975 0.119 -3.637
H -0.125 0.296 1.619
H -1.028 1.680 1.420
H -1.719 -0.869 -0.158
H -2.343 0.819 -0.331

The energy above the lowest of the compared OMol25 structures with the same formula, charge and spin comes out at 44.52 kJ/mol. As for the HOMO energy: -8.85 eV. Its total charge is 0. The calculation puts the total energy at -1766.56670 Eh. As for the spin multiplicity: 1. As for the SMILES: CCCS[Si](C)(Cl)Cl. The LUMO energy comes out at 0.5 eV.

Löwdin population analysis, charges in e, atoms 1 to 6: -0.1139, -0.2471, -0.3676, -0.5815, -0.3435, 0.5031


no.,molar mass (g mol⁻¹)
1,114.17
2,550.08
3,194.99
4,380.50
5,124.25
6,314.38
7,108.16
8,189.18